Computed, not measured: a cluster of 5 separate species, C22H55B2ClO17PS5 in total, with wB97M-V/def2-TZVPD.

As for the total charge: -1. The electronic energy is -135857.16676 eV. As for the LUMO energy: 1.7 eV. The calculation puts the largest force on an atom at 0.86 eV/A. The orbital gap comes out at 5.9154 eV. The value obtained for the HOMO energy is -4.20 eV.

Each line ends with the Löwdin charge.
Atoms and positions in Å:
C -2.437666 2.992032 5.471965  -0.052
B -2.166896 3.622165 4.034393  -0.411
O -2.792843 4.844881 3.782856  0.091
B -1.216401 2.735408 2.909854  -0.915
S 0.500570 2.307777 3.817066  0.720
O -1.969956 1.462778 2.549957  0.032
C -2.331591 1.605282 1.252183  -0.541
O -3.493044 2.491976 1.234295  -0.002
C -2.766473 0.302028 0.589861  -0.079
C -4.022308 -0.273245 1.266505  -0.228
C -3.884519 -1.736786 1.683614  -0.543
Cl -4.803856 -2.851610 0.619029  0.550
C -1.141226 2.369697 0.614071  -0.466
C 0.106966 1.553819 0.193119  -0.101
C 0.449523 0.198530 0.865053  -0.383
C 1.840574 0.204703 1.510908  -0.104
C 0.424827 -0.921456 -0.209200  -0.087
P -1.585258 3.386466 -0.893409  0.797
O -0.866870 4.676080 -0.998545  -0.420
O -0.909258 3.344044 1.580178  -0.043
H -2.314264 1.908557 5.419677  0.051
H -1.696927 3.351232 6.184180  0.055
H -3.447057 3.185385 5.846266  0.046
H -3.681366 4.816900 4.141289  0.074
H 1.091556 3.464639 3.540964  -0.169
H -3.985624 2.330101 0.428210  0.063
H -1.974748 -0.429405 0.665679  0.086
H -2.951224 0.501046 -0.467862  0.130
H -4.250242 0.304932 2.157873  0.115
H -4.881017 -0.190723 0.604234  0.092
H -4.282641 -1.891047 2.680819  0.060
H -2.847379 -2.050964 1.681059  0.068
H 0.952573 2.221169 0.355053  0.125
H 0.063826 1.390025 -0.881893  0.076
H -0.284882 -0.078096 1.610148  0.108
H 2.309472 -0.772362 1.383909  0.051
H 2.494661 0.921056 1.019283  0.083
H 1.804440 0.405570 2.576638  0.007
H 0.127017 -1.868992 0.244874  0.070
H -0.266862 -0.708594 -1.021593  0.065
H 1.414894 -1.074611 -0.634201  0.070
H -2.986270 3.517487 -1.013084  0.013
H -1.250881 2.592994 -2.012211  0.001
O 2.137943 3.318036 -4.835431  -0.281
S 0.759926 2.929394 -4.815399  0.564
O 0.370655 1.765257 -4.083919  -0.285
O 0.275808 2.777334 -6.329964  -0.266
C 1.087522 1.944117 -7.180928  -0.259
C 0.876547 0.463666 -6.931901  -0.071
C -0.264731 4.279761 -4.376179  -0.125
H 2.135278 2.225350 -7.063158  0.103
H 0.790989 2.197439 -8.197083  0.118
H 1.222810 0.174067 -5.941485  0.070
H 1.425436 -0.125972 -7.667507  0.077
H -0.182264 0.212987 -6.993171  0.083
H 0.018630 5.146304 -4.966386  0.076
H -0.112435 4.471712 -3.309814  0.051
H -1.298459 3.999449 -4.559213  0.078
O 6.947462 -1.802596 2.803472  -0.282
S 5.605020 -1.550028 3.234613  0.558
O 4.929856 -0.371371 2.806986  -0.261
O 5.559748 -1.640826 4.820396  -0.265
C 6.485198 -0.808985 5.556758  -0.253
C 6.067467 0.646879 5.590850  -0.071
C 4.590037 -2.946216 2.905075  -0.122
H 7.485747 -0.933844 5.139995  0.111
H 6.487947 -1.232283 6.559060  0.118
H 6.115867 1.100168 4.602819  0.072
H 6.730045 1.200180 6.257463  0.079
H 5.043003 0.744093 5.948026  0.089
H 5.093581 -3.841112 3.258761  0.071
H 4.451979 -2.979549 1.826678  0.077
H 3.635162 -2.801706 3.402777  0.078
O 4.391674 -1.947068 -7.492711  -0.275
S 5.698863 -1.475346 -7.828113  0.554
O 6.852046 -2.047866 -7.209556  -0.274
O 5.745760 0.099618 -7.661718  -0.268
C 5.364909 0.666266 -6.379932  -0.239
C 6.432242 0.471702 -5.323284  -0.069
C 5.905918 -1.511430 -9.574669  -0.126
H 4.408712 0.253033 -6.056939  0.113
H 5.214011 1.726737 -6.566462  0.121
H 6.553481 -0.578720 -5.065871  0.072
H 6.153106 1.016598 -4.421847  0.087
H 7.394058 0.839536 -5.680101  0.084
H 5.040774 -1.048882 -10.040163  0.073
H 5.981546 -2.559053 -9.856709  0.075
H 6.820958 -0.983494 -9.826914  0.073
O -7.566476 -3.627153 6.228568  -0.272
S -8.408157 -4.409526 5.378546  0.553
O -8.354487 -5.836335 5.453960  -0.280
O -8.208822 -3.942968 3.881514  -0.265
C -6.852793 -3.884052 3.360741  -0.258
C -6.281727 -5.253389 3.063587  -0.079
C -10.079705 -3.888720 5.546114  -0.126
H -6.224709 -3.328575 4.058115  0.113
H -6.933327 -3.299428 2.449315  0.086
H -6.135128 -5.831994 3.974514  0.072
H -5.320891 -5.140620 2.563462  0.060
H -6.955356 -5.815169 2.416493  0.086
H -10.118357 -2.806490 5.465636  0.074
H -10.410421 -4.214436 6.529624  0.074
H -10.670826 -4.365347 4.769543  0.073

Forces on the atoms, in the same order (eV/Å):
-0.3084 -0.5402 -0.4646
0.0342 0.1642 0.1035
0.0364 -0.3893 -0.7001
-0.0485 0.7594 -0.0872
-0.0454 -0.5560 0.3498
0.4080 -0.0430 0.3514
-0.4577 0.0514 -0.6572
0.1269 -0.1079 0.1866
-0.2075 0.0345 0.3365
0.0194 -0.1944 -0.0856
-0.0658 0.3872 0.2727
0.0839 -0.1648 -0.2161
-0.3559 0.2789 -0.5126
0.1359 -0.0061 0.5026
0.2824 -0.3221 -0.7467
-0.0621 -0.4815 0.0780
-0.1261 -0.0024 0.3285
0.3729 0.0090 0.2097
0.1530 0.5365 -0.2696
0.1839 -0.3098 0.5356
0.0551 -0.0902 0.1135
0.0350 0.1621 0.0899
-0.0408 0.1783 0.1823
-0.0241 0.3590 0.5294
0.0185 0.2847 -0.1237
-0.1390 0.0080 -0.1503
0.2394 -0.0242 -0.1849
0.0711 -0.0764 -0.1451
0.0747 0.1164 0.0614
-0.1428 0.0678 0.0323
-0.0583 -0.0855 0.0593
0.0625 -0.1778 -0.0757
-0.0871 0.2356 -0.0002
0.0284 -0.1226 -0.1656
-0.0739 0.3012 0.3144
0.0563 -0.1587 0.0130
0.0968 0.1280 0.0664
0.0626 0.2799 -0.1022
0.0382 -0.1281 -0.0091
-0.1121 -0.0241 -0.0721
0.0759 0.1059 -0.1819
-0.0208 -0.1186 0.0470
-0.3418 -0.3721 0.0181
0.1718 -0.0148 0.0595
-0.1439 0.1452 -0.1250
0.0094 -0.0985 0.1232
-0.0773 -0.0177 -0.0626
0.2069 -0.3048 -0.2795
-0.0281 -0.0189 0.2120
0.0320 0.0960 0.1788
-0.0184 0.0405 0.0858
-0.1112 0.1501 0.0532
0.0238 0.0072 0.0066
0.0063 0.0603 -0.0508
-0.0096 0.0022 -0.0625
0.0294 -0.0158 -0.0229
-0.0293 -0.0017 0.0157
-0.0086 -0.0299 0.0066
0.1302 0.0273 -0.0808
-0.1726 -0.1840 0.1942
0.0541 0.2084 -0.1765
-0.0218 -0.0520 0.0473
0.2028 0.2138 0.1867
-0.0926 -0.0156 -0.1279
-0.0015 -0.0558 -0.0064
-0.0388 -0.0342 -0.0929
-0.0794 -0.0804 -0.0202
0.0178 -0.0066 -0.0079
0.0110 -0.0352 0.0369
0.0023 0.0024 0.0415
0.0037 -0.0040 0.0044
0.0036 0.0183 -0.0099
-0.0158 0.0290 -0.0109
-0.0783 -0.1130 0.1465
0.0632 0.3905 -0.2080
0.0305 -0.2321 0.0844
-0.0805 0.0824 -0.0528
-0.0348 0.1425 0.5321
0.0676 -0.1534 -0.0695
0.0062 -0.0120 -0.0475
0.0009 -0.1398 -0.1548
0.0206 -0.0253 -0.2412
-0.0271 -0.0047 0.0163
-0.0292 0.0458 -0.0239
-0.0053 0.0616 0.0202
-0.0072 0.0060 0.0001
-0.0096 -0.0122 0.0119
0.0155 -0.0033 0.0044
0.1264 0.0026 0.1451
-0.1293 0.1248 -0.2130
0.0092 -0.1350 0.0837
-0.0244 -0.0213 -0.0544
0.3661 -0.0021 -0.1479
-0.1181 -0.1038 0.1603
-0.0410 0.0220 0.0338
-0.1048 -0.0149 0.1115
-0.1473 0.0285 0.0050
0.0120 0.0171 0.0137
-0.0109 0.0528 -0.0455
0.0248 0.0207 -0.0563
0.0027 0.0084 -0.0059
0.0145 -0.0026 0.0112
-0.0018 -0.0134 -0.0063

---

Computed, not measured: a cluster of 6 separate species, C22H55BFO7 in total at a distorted geometry, with wB97M-V/def2-TZVPD.

As for the total charge: -1. The electronic energy is -41432.75752 eV. As for the LUMO energy: 1.9 eV. The calculation puts the largest force on an atom at 1.72 eV/A. The orbital gap comes out at 6.7202 eV. The value obtained for the HOMO energy is -4.81 eV.

Each line ends with the Löwdin charge.
Atoms and positions in Å:
C -5.645869 -3.196503 1.038886  0.008
C -4.345229 -2.985105 0.301076  -0.530
O -3.268948 -2.985518 0.881048  0.084
O -4.456563 -2.887189 -1.044659  -0.067
C -4.022431 -1.597058 -1.599012  -0.182
C -4.907457 -0.408277 -1.226583  -0.196
B -4.102942 0.867827 -0.516564  -0.495
C -3.821082 0.528626 1.076661  -0.159
C -3.370016 1.672195 1.991364  -0.395
C -3.430136 3.069456 1.428798  -0.082
F -4.157227 1.686125 3.184755  -0.098
H -6.472732 -2.798345 0.460368  0.072
H -5.798239 -4.263094 1.181289  0.078
H -5.594363 -2.677989 1.987585  0.083
H -2.974673 -1.442316 -1.351259  0.109
H -4.085121 -1.775458 -2.671211  0.085
H -5.774887 -0.723897 -0.641991  0.076
H -5.315983 -0.021835 -2.164604  0.065
H -3.028957 0.947502 -1.104358  0.048
H -4.804833 1.857003 -0.694473  0.046
H -3.010485 -0.205326 1.101958  0.075
H -4.664720 0.045549 1.578264  0.082
H -2.348598 1.497163 2.329839  0.110
H -2.674269 3.181063 0.658642  0.064
H -4.412122 3.342433 1.062052  0.064
H -3.170914 3.768577 2.229368  0.069
C -6.137286 -5.564850 -5.222545  -0.069
C -5.006986 -4.554317 -5.084685  -0.501
C -4.092993 -4.895146 -3.919386  -0.058
O -5.529221 -3.236532 -4.936917  -0.057
H -6.753191 -5.567508 -4.319398  0.080
H -6.783095 -5.305984 -6.062708  0.074
H -5.750593 -6.573951 -5.376599  0.074
H -4.430490 -4.531130 -6.011531  0.133
H -4.651349 -4.874359 -2.980499  0.077
H -3.295365 -4.157862 -3.830854  0.080
H -3.644732 -5.884177 -4.036225  0.077
H -6.018621 -3.200485 -4.108009  0.091
C -1.052335 0.540130 -5.644103  -0.069
C -2.205381 0.084095 -4.758377  -0.504
C -3.341468 -0.508324 -5.580104  -0.060
O -2.673035 1.154778 -3.953320  -0.044
H -1.388534 1.324289 -6.329280  0.075
H -0.247222 0.955060 -5.036478  0.072
H -0.653282 -0.285701 -6.237387  0.073
H -1.842844 -0.664997 -4.052165  0.136
H -3.745796 0.245423 -6.263500  0.079
H -4.152666 -0.836282 -4.931904  0.060
H -3.006074 -1.363377 -6.170886  0.076
H -3.016370 1.841235 -4.532994  0.086
C 0.710367 1.865595 -0.884395  -0.053
C 0.627860 3.048175 0.069253  -0.496
C 2.006687 3.543992 0.482497  -0.066
O -0.138606 2.699534 1.214831  -0.053
H 1.219274 1.026101 -0.401519  0.080
H -0.290899 1.532445 -1.161390  0.075
H 1.259892 2.124892 -1.792254  0.074
H 0.076008 3.857462 -0.411727  0.137
H 2.549953 2.754217 1.009730  0.064
H 1.918193 4.391753 1.164331  0.074
H 2.596680 3.852214 -0.383587  0.074
H 0.308931 1.978779 1.668432  0.089
C 6.357603 1.866942 3.798580  -0.071
C 5.051745 2.528101 3.384052  -0.503
C 4.459815 3.360104 4.511544  -0.060
O 4.113826 1.548242 2.945800  -0.057
H 6.196591 1.187725 4.639293  0.077
H 6.765600 1.278393 2.975751  0.077
H 7.100274 2.607813 4.099482  0.078
H 5.225940 3.167130 2.517019  0.136
H 4.236183 2.726061 5.373821  0.081
H 3.526986 3.825387 4.193103  0.078
H 5.149797 4.142610 4.831636  0.077
H 3.927687 0.962450 3.685702  0.087
C 10.303541 0.498093 3.999734  -0.060
C 10.094801 0.346098 5.498980  -0.503
C 11.088734 -0.630945 6.108962  -0.066
O 8.757318 -0.062076 5.776708  -0.056
H 10.154066 -0.461057 3.496404  0.083
H 9.584766 1.203969 3.583565  0.068
H 11.310852 0.850537 3.772852  0.079
H 10.203082 1.319275 5.979614  0.136
H 10.963319 -1.624007 5.668844  0.080
H 10.924861 -0.722493 7.182730  0.078
H 12.117108 -0.308695 5.939046  0.078
H 8.618890 -0.920451 5.365183  0.087

Forces on the atoms, in the same order (eV/Å):
0.0244 0.2192 -0.4916
1.5577 -0.2580 0.6720
-1.3424 0.1213 -0.8110
-0.4011 0.1603 0.5153
-0.1033 0.0164 -0.4279
0.3866 0.4187 -0.1663
-0.3802 -0.7235 0.1906
0.3902 0.3054 -0.0923
-0.0781 -0.0591 -0.3796
0.1640 0.3262 0.5647
-0.0430 -0.0761 0.1575
-0.0901 -0.0070 -0.0742
-0.0181 -0.1284 0.1564
0.0808 -0.0974 0.2321
0.0845 -0.0184 0.2809
0.1530 -0.1313 -0.1088
-0.0448 -0.1710 0.1509
-0.1497 -0.0360 -0.0793
0.1081 0.3213 -0.0498
0.0528 0.1529 0.0374
-0.0721 -0.2609 0.0848
-0.2399 0.0557 -0.0397
0.0790 0.0144 0.1621
-0.1078 -0.0595 -0.2878
-0.1298 -0.1671 -0.2376
0.0703 0.0423 0.0532
-0.0675 0.0440 -0.1179
-0.0980 -0.0850 0.2908
0.0865 0.0636 0.0053
-0.0107 -0.0434 -0.2376
0.0475 -0.0260 0.0440
0.0250 0.0012 -0.0139
0.0069 -0.0020 0.0164
0.0025 0.0650 -0.0316
-0.0012 -0.0159 0.0124
0.0087 0.0039 -0.0084
-0.0270 -0.0033 -0.0183
0.0562 0.0608 0.1227
0.0982 0.0095 0.0841
-0.1098 0.1193 -0.2591
-0.0508 -0.0080 0.1056
0.1790 -0.1021 0.0201
-0.0398 -0.0360 -0.0396
-0.0047 -0.0234 0.0195
-0.0140 0.0064 -0.0070
-0.0142 0.0158 0.0736
0.0572 0.0076 -0.0463
0.0214 -0.0424 0.0004
-0.0066 -0.0009 -0.0043
-0.0860 0.0434 -0.0251
-0.1435 -0.0170 -0.0695
0.1852 -0.2987 -0.0338
0.0121 0.0782 0.0926
-0.0226 0.2739 0.0794
0.0714 0.0281 0.0096
-0.0196 0.0375 -0.0002
0.0156 -0.0004 0.0091
-0.0728 0.0178 0.0481
0.0217 -0.0316 -0.0541
-0.0256 0.0246 -0.0294
-0.0086 -0.0180 -0.0074
0.0116 -0.1012 -0.0154
0.0179 -0.0524 -0.1201
0.0176 -0.0868 0.2971
-0.0912 0.0602 -0.0609
0.0355 0.0748 -0.2080
0.0104 0.0567 0.0618
-0.0036 0.0306 -0.0221
-0.0020 -0.0040 0.0279
-0.0522 -0.0280 -0.0652
0.0645 -0.0132 0.0217
0.0136 0.0072 -0.0278
0.0097 -0.0108 0.0103
-0.0351 -0.0427 0.0601
-0.0755 0.0882 -0.0157
0.0798 -0.2321 -0.1839
-0.0321 0.0148 0.1136
0.0083 0.1668 0.1248
0.0542 -0.0310 0.0191
0.0069 0.0173 0.0211
0.0068 -0.0150 0.0007
-0.0653 0.0217 0.0366
0.0260 0.0123 -0.0618
0.0011 0.0304 0.0018
0.0006 -0.0056 -0.0160
-0.0310 -0.0650 -0.0422